(1)
16
Properties=species:S:1:pos:R:3 method="wB97M-V/def2-TZVPD" smiles="C#P1C=CC=C1.C" gap_ev="7.8 / 7.8" charge=0 fmax_ev_per_a=4.1 de_lowest_ev=4.334 e_homo_ev="-8.8 / -8.8" energy_ha=-575.17880
C 0.079 -2.206 -0.120
P 0.973 -0.835 -0.449
C 1.303 0.401 0.870
C 1.683 1.508 0.334
C 1.839 1.505 -1.114
C 1.510 0.321 -1.738
H 0.215 -2.908 -0.895
H 1.291 0.256 1.914
H 2.045 2.348 0.914
H 2.465 2.345 -1.638
H 1.809 -0.023 -2.717
C -3.015 -0.463 0.879
H -3.029 -0.417 2.006
H -1.975 -0.618 0.609
H -3.581 0.304 0.356
H -3.612 -1.518 0.791

(2)
14
Properties=species:S:1:pos:R:3 method="wB97M-V/def2-TZVPD" gap_ev="7.0 / 6.5" multiplicity=5 charge=+3 fmax_ev_per_a=10.6 de_lowest_ev=1.457 e_homo_ev="-21.8 / -28.2" s_squared=6.023 energy_ha=-798.22601
O 0.855 0.956 -2.630
C 1.092 0.391 -1.636
Pt -0.214 0.100 0.045
O -1.793 2.147 -1.707
C -1.415 1.366 -0.947
C -1.445 -0.236 1.548
O -2.315 -0.363 2.291
C 1.360 -1.089 0.719
O 1.554 -1.830 1.669
C -0.792 -1.520 -0.905
O -1.161 -2.528 -1.332
H 2.209 -1.077 -0.011
O 1.362 2.214 1.741
C 0.703 1.469 1.156

(3)
245
Properties=species:S:1:pos:R:3 method="wB97M-V/def2-TZVPD" gap_ev=10.7 charge=+3 fmax_ev_per_a=5.0 e_homo_ev=-15.6 energy_ha=-9563.67415
C 7.132 -2.416 -4.247
C 6.542 -2.125 -2.824
C 5.124 -2.632 -2.528
C 4.830 -4.122 -2.494
N 3.328 -4.504 -2.274
C 3.279 -6.035 -2.199
C 2.554 -6.520 -3.465
C 1.658 -5.329 -3.873
C 2.476 -4.141 -3.431
C 2.920 -3.875 -0.954
C 3.770 -4.216 0.264
C 2.774 -3.957 1.455
H 6.480 -3.099 -4.809
H 8.015 -3.020 -4.058
H 7.341 -1.503 -4.787
H 6.474 -1.025 -2.727
H 7.229 -2.552 -2.128
H 4.458 -2.046 -3.148
H 4.986 -2.294 -1.468
H 5.358 -4.560 -1.629
H 5.097 -4.535 -3.434
H 2.720 -6.379 -1.265
H 4.305 -6.411 -2.109
H 1.995 -7.418 -3.285
H 3.279 -6.727 -4.231
H 0.641 -5.318 -3.533
H 1.558 -5.341 -4.969
H 1.987 -3.191 -3.254
H 3.163 -3.932 -4.250
H 1.915 -4.315 -0.703
H 2.785 -2.832 -1.132
H 4.699 -3.564 0.351
H 4.098 -5.281 0.323
H 2.540 -2.939 1.365
H 3.392 -4.025 2.470
H 1.997 -4.669 1.517
C 0.209 -1.879 5.694
C 1.149 -0.700 5.349
C 2.582 -1.059 5.130
C 3.355 0.125 4.531
N 4.856 -0.043 4.335
C 5.483 1.181 3.660
C 5.157 0.897 2.162
C 4.813 -0.689 2.081
C 5.192 -1.159 3.425
C 5.578 -0.248 5.649
C 5.334 0.848 6.698
C 5.830 0.280 8.006
H 0.169 -2.500 4.834
H -0.844 -1.572 5.827
H 0.623 -2.498 6.500
H 0.954 0.146 6.025
H 0.710 -0.370 4.421
H 2.553 -1.935 4.502
H 3.037 -1.325 6.129
H 3.249 1.072 5.164
H 2.969 0.504 3.566
H 6.524 1.152 3.788
H 4.948 2.038 4.080
H 6.065 1.187 1.593
H 4.313 1.575 1.813
H 5.405 -1.142 1.307
H 3.789 -0.773 1.822
H 6.253 -1.298 3.486
H 4.669 -2.076 3.838
H 6.654 -0.305 5.369
H 5.269 -1.193 6.176
H 4.326 1.270 6.696
H 5.977 1.758 6.402
H 5.118 -0.287 8.534
H 6.096 1.099 8.614
H 6.747 -0.305 8.002
C -3.171 7.981 6.100
C -3.235 6.647 6.853
C -3.408 5.263 6.110
C -2.128 4.971 5.336
P -2.093 3.471 4.311
C -0.320 3.015 4.063
C 0.470 4.073 3.256
C 1.891 3.616 3.091
C 2.631 4.670 2.246
C -2.809 2.041 5.205
C -1.832 1.532 6.358
C -2.360 0.260 7.026
C -1.501 -0.096 8.238
C -3.040 3.863 2.808
C -2.998 2.733 1.678
C -4.441 2.537 1.134
C -4.616 1.493 0.036
H -2.783 8.755 6.770
H -4.144 8.429 5.776
H -2.512 7.950 5.206
H -4.084 6.748 7.533
H -2.343 6.516 7.459
H -4.302 5.288 5.487
H -3.577 4.523 6.858
H -1.362 4.740 6.106
H -1.781 5.908 4.904
H -0.429 2.084 3.520
H 0.193 2.915 5.022
H 0.383 4.973 3.840
H -0.028 4.226 2.271
H 1.969 2.684 2.589
H 2.363 3.494 4.043
H 2.256 4.564 1.174
H 3.721 4.551 2.169
H 2.452 5.684 2.614
H -2.933 1.293 4.363
H -3.809 2.255 5.536
H -1.686 2.335 7.138
H -0.870 1.212 5.935
H -2.427 -0.560 6.255
H -3.407 0.410 7.371
H -0.675 -0.761 8.051
H -2.117 -0.520 9.035
H -1.081 0.913 8.542
H -2.531 4.808 2.463
H -4.019 4.052 3.122
H -2.668 1.788 2.108
H -2.259 2.961 0.900
H -4.789 3.545 0.726
H -5.002 2.336 2.026
H -5.657 1.389 -0.290
H -4.227 0.528 0.361
H -4.016 1.776 -0.835
C 6.190 2.875 -0.784
C 5.147 1.834 -1.221
C 3.864 2.555 -1.782
C 2.892 1.530 -2.423
P 1.479 2.329 -3.168
C 0.260 1.067 -3.521
C -0.537 1.366 -4.800
C -1.812 0.573 -5.069
C -3.042 0.839 -4.218
C 0.656 3.423 -1.972
C -0.828 3.782 -2.304
C -1.365 4.758 -1.226
C -2.906 4.778 -1.200
C 1.918 3.266 -4.669
C 3.337 3.960 -4.783
C 3.375 4.759 -6.070
C 4.761 5.350 -6.255
H 7.126 2.390 -0.531
H 5.850 3.415 0.085
H 6.478 3.633 -1.516
H 4.927 1.223 -0.327
H 5.447 1.093 -1.961
H 4.092 3.333 -2.477
H 3.336 3.077 -1.001
H 2.521 0.781 -1.712
H 3.378 0.934 -3.187
H -0.396 1.033 -2.640
H 0.852 0.227 -3.643
H 0.083 1.156 -5.638
H -0.685 2.427 -4.952
H -1.547 -0.547 -5.074
H -2.009 0.693 -6.123
H -3.508 1.829 -4.258
H -2.853 0.667 -3.156
H -3.779 0.107 -4.483
H 1.382 4.254 -1.879
H 0.610 2.825 -1.097
H -1.462 2.858 -2.220
H -0.957 4.181 -3.292
H -1.033 5.762 -1.282
H -1.017 4.427 -0.222
H -3.245 5.039 -2.194
H -3.290 5.539 -0.518
H -3.301 3.829 -0.793
H 1.194 4.090 -4.702
H 1.666 2.589 -5.482
H 4.179 3.270 -4.646
H 3.466 4.619 -3.875
H 2.507 5.469 -6.004
H 3.067 4.053 -6.908
H 4.931 5.772 -7.237
H 5.535 4.526 -6.138
H 4.935 6.033 -5.435
C -3.594 -6.325 0.569
C -3.285 -5.790 -0.818
C -3.066 -4.323 -1.005
C -4.139 -3.267 -0.871
P -5.339 -3.344 -2.161
C -4.747 -4.112 -3.654
C -3.582 -3.399 -4.318
C -2.596 -4.269 -5.008
C -1.512 -3.521 -5.696
C -6.683 -4.394 -1.509
C -7.841 -3.785 -0.642
C -7.254 -2.809 0.410
C -8.273 -2.004 1.247
C -5.770 -1.650 -2.740
C -6.977 -1.708 -3.742
C -7.826 -0.442 -3.891
C -8.835 -0.611 -4.950
H -3.747 -7.384 0.589
H -4.655 -5.941 0.797
H -2.895 -5.974 1.328
H -3.943 -6.208 -1.611
H -2.375 -6.267 -1.257
H -2.579 -4.155 -2.001
H -2.236 -4.021 -0.334
H -3.603 -2.285 -0.890
H -4.633 -3.397 0.083
H -5.544 -4.326 -4.377
H -4.365 -5.082 -3.232
H -3.113 -2.749 -3.609
H -4.023 -2.768 -5.080
H -3.105 -4.940 -5.748
H -2.152 -4.960 -4.289
H -0.654 -3.318 -5.017
H -1.959 -2.630 -6.094
H -1.116 -4.100 -6.473
H -6.124 -5.145 -0.934
H -7.080 -4.930 -2.344
H -8.459 -4.534 -0.177
H -8.534 -3.164 -1.232
H -6.586 -2.206 -0.197
H -6.662 -3.354 1.119
H -8.806 -1.218 0.725
H -7.881 -1.511 2.093
H -8.957 -2.751 1.695
H -4.931 -1.080 -3.164
H -6.106 -1.049 -1.883
H -7.660 -2.521 -3.420
H -6.653 -1.990 -4.775
H -7.171 0.408 -4.074
H -8.338 -0.326 -2.939
H -9.426 0.320 -5.068
H -9.571 -1.402 -4.808
H -8.422 -0.919 -5.878
As 3.234 -0.897 -5.892
F 2.560 0.584 -6.206
F 2.018 -1.685 -6.742
F 4.045 -2.426 -5.481
F 4.385 -0.071 -4.911
F 2.371 -1.058 -4.418
F 4.302 -0.731 -7.249
As 0.535 -0.332 0.958
F 1.375 1.138 1.026
F -0.547 0.052 2.176
F -0.293 -1.813 0.878
F 1.577 -0.793 -0.406
F 1.671 -1.091 2.029
F -0.591 0.317 -0.264